No. 1
59
Properties=species:S:1:pos:R:3 method="wB97M-V/def2-TZVPD" total_energy_ha=-1753.179589 homo_ev=-7.704 fmax_ev_per_a=1.24 e_lumo_ev=0.33 e_above_lowest_kcal_mol=62.08
C -3.50 -2.47 -3.91
H -2.67 -3.19 -3.93
O -3.98 -2.29 -2.60
C -3.01 -1.79 -1.72
C -3.61 -1.76 -0.31
N -2.82 -0.99 0.59
C -1.69 -1.43 1.23
N -1.21 -0.50 2.02
N -2.02 0.56 1.93
C -2.98 0.29 1.07
C -4.03 1.24 0.75
C -4.41 2.16 1.73
C -5.40 3.08 1.43
N -6.02 3.13 0.26
C -5.65 2.27 -0.67
C -4.66 1.31 -0.49
H -4.39 0.66 -1.31
H -6.17 2.35 -1.62
H -5.72 3.81 2.16
H -3.92 2.14 2.69
S -1.04 -3.01 0.97
C 0.33 -3.04 2.17
H 0.39 -4.07 2.52
H 0.05 -2.37 2.98
C 1.65 -2.65 1.51
O 2.46 -3.53 1.26
C 1.75 -1.24 1.27
C 2.69 -0.44 0.68
N 3.88 -0.70 0.11
C 4.48 0.46 -0.37
C 5.69 0.61 -1.01
C 6.07 1.89 -1.39
C 5.26 2.99 -1.13
C 4.04 2.83 -0.48
C 3.65 1.56 -0.10
C 2.42 1.06 0.60
C 1.16 1.36 -0.23
H 0.28 1.01 0.29
H 1.07 2.43 -0.39
H 1.22 0.86 -1.20
C 2.29 1.68 1.99
H 3.16 1.44 2.60
H 1.40 1.31 2.49
H 2.21 2.76 1.91
H 3.40 3.68 -0.28
H 5.57 3.97 -1.43
H 7.01 2.04 -1.89
H 6.33 -0.23 -1.21
C 4.55 -1.97 -0.05
H 4.70 -2.18 -1.11
H 5.52 -1.93 0.44
H 3.95 -2.76 0.39
H 0.89 -0.70 1.64
H -4.62 -1.34 -0.36
H -3.68 -2.79 0.07
H -2.11 -2.43 -1.73
H -2.70 -0.77 -2.02
H -3.16 -1.52 -4.34
H -4.34 -2.86 -4.49

No. 2
79
Properties=species:S:1:pos:R:3 method="wB97M-V/def2-TZVPD" total_energy_ha=-4957.198755 homo_ev="-16.662 / -16.673" fmax_ev_per_a=3.58 e_lumo_ev="-13.41 / -14.64" charge=+4
N -6.90 5.47 -5.01
C -6.64 6.07 -3.85
C -5.77 5.53 -2.90
C -5.11 4.29 -3.15
C -5.39 3.68 -4.42
C -6.32 4.29 -5.29
C -4.16 3.70 -2.22
Pb 1.40 1.78 0.05
P 5.84 -0.79 0.53
C -3.29 2.74 -2.58
C -2.44 1.99 -1.70
C -1.41 1.24 -2.29
C -0.41 0.69 -1.46
C -0.62 0.68 -0.06
C -1.63 1.44 0.50
C -2.59 2.07 -0.30
Br 1.25 -0.60 1.83
H -4.18 4.14 -1.21
H -3.16 2.48 -3.65
H -5.60 6.02 -1.96
H -4.96 2.74 -4.73
H -7.15 7.04 -3.64
H -6.59 3.83 -6.27
H -1.30 1.13 -3.39
H -3.42 2.61 0.17
H 0.48 0.27 -1.94
H -1.68 1.50 1.59
P -0.37 -2.16 0.53
C 5.39 0.98 0.70
C 6.57 1.88 0.30
H 5.14 1.15 1.76
H 4.48 1.26 0.13
H 6.43 2.90 0.67
H 7.49 1.49 0.74
H 6.69 1.94 -0.78
C 5.15 -1.32 -1.11
C 6.01 -2.44 -1.73
H 5.14 -0.44 -1.78
H 4.10 -1.65 -1.01
H 5.77 -2.57 -2.80
H 7.08 -2.20 -1.65
H 5.83 -3.41 -1.24
C 4.85 -1.74 1.76
C 5.65 -2.03 3.03
H 4.58 -2.69 1.28
H 3.88 -1.26 1.99
H 5.12 -2.72 3.70
H 6.59 -2.51 2.76
H 5.87 -1.13 3.61
C -0.25 -3.58 1.67
C -1.46 -4.48 1.62
H -0.02 -3.27 2.69
H 0.63 -4.13 1.31
H -2.36 -4.02 2.06
H -1.71 -4.81 0.60
H -1.24 -5.39 2.19
C 0.84 -2.56 -0.77
C 0.29 -2.59 -2.19
H 1.19 -3.55 -0.48
H 1.67 -1.86 -0.66
H -0.47 -3.37 -2.32
H -0.13 -1.62 -2.51
H 1.14 -2.82 -2.85
C -2.01 -2.16 -0.17
C -3.12 -1.70 0.79
H -2.08 -3.21 -0.47
H -1.95 -1.55 -1.07
H -3.88 -1.23 0.17
H -3.56 -2.55 1.31
H -2.75 -0.96 1.52
C -1.57 1.76 5.33
S -0.96 0.75 3.94
C -1.65 -0.84 4.43
H -1.09 2.75 5.19
H -1.25 1.32 6.29
H -2.66 1.84 5.26
H -1.44 -1.58 3.64
H -1.18 -1.19 5.36
H -2.74 -0.75 4.58

No. 3
45
Properties=species:S:1:pos:R:3 method="wB97M-V/def2-TZVPD" total_energy_ha=-868.065287 homo_ev=-7.931 fmax_ev_per_a=0.56 e_lumo_ev=0.56 e_above_lowest_kcal_mol=0.00
C -6.71 -2.03 0.41
C -5.44 -1.27 0.19
C -4.23 -1.94 0.04
C -3.06 -1.22 -0.16
C -3.05 0.17 -0.20
C -4.26 0.86 -0.04
C -5.43 0.11 0.15
H -6.34 0.67 0.27
O -4.41 2.19 -0.05
H -3.54 2.65 -0.19
N -1.77 0.74 -0.40
C -1.30 2.00 -0.48
O -1.97 3.02 -0.40
C 0.21 2.06 -0.66
C 0.91 1.81 0.68
C 2.44 1.80 0.56
H 2.74 2.34 -0.34
C 3.07 0.40 0.54
C 2.65 -0.42 -0.68
C 3.32 -1.79 -0.68
C 4.84 -1.65 -0.65
C 5.27 -0.84 0.57
C 4.60 0.53 0.56
H 4.92 1.09 -0.32
H 4.90 1.09 1.45
H 6.35 -0.72 0.58
H 4.98 -1.38 1.47
H 5.17 -1.14 -1.56
H 5.31 -2.63 -0.64
H 3.01 -2.35 -1.57
H 3.00 -2.35 0.20
H 1.57 -0.56 -0.68
H 2.93 0.12 -1.59
H 2.76 -0.13 1.44
H 2.86 2.34 1.42
H 0.57 0.86 1.10
H 0.60 2.59 1.37
H 0.53 1.34 -1.41
H 0.46 3.07 -1.01
H -1.06 0.02 -0.49
H -2.13 -1.76 -0.28
H -4.20 -3.02 0.06
H -6.68 -2.54 1.37
H -7.57 -1.37 0.39
H -6.83 -2.79 -0.36

No. 4
12
Properties=species:S:1:pos:R:3 method="wB97M-V/def2-TZVPD" total_energy_ha=-265.089694 homo_ev=-1.281 fmax_ev_per_a=3.41 e_lumo_ev=4.33 charge=-1 e_above_lowest_kcal_mol=44.32
C 0.26 -0.87 1.91
O 1.20 -0.07 1.29
H 0.59 -1.02 2.95
H 0.07 -1.83 1.38
H -0.72 -0.34 2.00
N -0.23 -0.14 -2.32
C -0.11 0.57 -1.13
N -0.27 1.84 -1.04
H -0.24 -1.14 -2.41
H -0.83 0.36 -2.99
H 0.82 0.43 0.49
H -0.53 2.21 -0.14

No. 5
106
Properties=species:S:1:pos:R:3 method="wB97M-V/def2-TZVPD" s_squared=3.7655 multiplicity=4 total_energy_ha=-7268.108229 homo_ev="-7.692 / -8.175" fmax_ev_per_a=0.49 e_lumo_ev="0.35 / -0.90" e_above_lowest_kcal_mol=9.57
Re 0.29 0.13 -0.36
C 2.10 4.13 5.69
C 1.64 2.71 6.02
C 0.24 2.76 6.64
C 2.60 2.11 7.05
C 1.58 1.88 4.73
C 0.76 2.30 3.69
C 0.68 1.53 2.54
Se -0.28 2.18 1.01
C -2.08 1.59 1.30
C -2.95 2.43 1.97
C -4.29 2.11 2.05
C -4.71 0.98 1.36
C -3.87 0.13 0.65
C -2.48 0.41 0.68
O -1.57 -0.40 0.11
C -4.44 -1.04 -0.16
C -3.94 -0.96 -1.61
C -5.97 -1.01 -0.20
C -4.02 -2.37 0.47
C -5.25 3.02 2.83
C -5.24 4.42 2.20
C -4.78 3.12 4.29
C -6.68 2.49 2.82
C 1.40 0.34 2.37
O 1.23 -0.39 1.26
C 2.31 -0.04 3.37
C 2.35 0.74 4.52
C 3.26 -1.22 3.17
C 2.48 -2.54 3.04
C 4.11 -0.99 1.91
C 4.23 -1.38 4.35
H 2.19 4.72 6.61
H 1.40 4.64 5.03
H 3.08 4.12 5.20
H 0.25 3.38 7.55
H -0.10 1.76 6.92
H -0.49 3.19 5.96
H 2.59 2.72 7.95
H 3.63 2.09 6.68
H 2.31 1.09 7.32
H 0.19 3.21 3.76
H -2.57 3.35 2.42
H -5.76 0.75 1.36
H -4.30 -0.04 -2.09
H -4.33 -1.81 -2.18
H -2.86 -0.96 -1.67
H -6.35 -0.08 -0.62
H -6.42 -1.16 0.78
H -6.31 -1.83 -0.85
H -2.95 -2.48 0.47
H -4.46 -3.20 -0.08
H -4.37 -2.43 1.51
H -4.25 4.88 2.25
H -5.95 5.07 2.72
H -5.53 4.37 1.15
H -3.77 3.52 4.36
H -4.79 2.13 4.76
H -5.45 3.78 4.85
H -7.09 2.46 1.80
H -7.32 3.16 3.41
H -6.75 1.49 3.25
H 3.03 0.44 5.31
H 1.78 -2.51 2.21
H 1.91 -2.73 3.96
H 3.18 -3.37 2.90
H 3.49 -0.89 1.02
H 4.80 -1.82 1.77
H 4.70 -0.07 2.01
H 3.71 -1.59 5.29
H 4.85 -0.49 4.49
H 4.90 -2.22 4.15
O 1.79 -0.11 -3.66
As 2.54 1.13 -2.65
O 4.14 1.11 -2.87
O 2.07 0.73 -1.05
C 1.71 2.82 -3.05
C 2.65 3.79 -3.39
C 2.27 5.11 -3.61
C 0.93 5.46 -3.49
C -0.01 4.50 -3.16
C 0.37 3.18 -2.94
S -1.02 2.10 -2.65
O -1.66 1.91 -3.92
O -1.77 2.69 -1.57
O -0.43 0.77 -2.21
H 1.00 0.22 -4.11
H 3.69 3.50 -3.46
H 3.01 5.85 -3.87
H 0.62 6.48 -3.65
H -1.05 4.77 -3.06
N -0.61 -2.89 1.63
C -0.93 -4.01 0.77
C -0.71 -3.65 -0.69
C 0.69 -3.13 -0.99
N 0.70 -1.71 -1.47
H -0.61 -3.15 2.61
H -1.25 -2.11 1.50
H -1.95 -4.41 0.89
H -0.25 -4.83 1.04
H -1.45 -2.91 -1.02
H -0.90 -4.55 -1.29
H 1.15 -3.71 -1.79
H 1.34 -3.19 -0.11
H 0.10 -1.65 -2.29
H 1.62 -1.52 -1.84

No. 6
45
Properties=species:S:1:pos:R:3 method="wB97M-V/def2-TZVPD" total_energy_ha=-977.831001 homo_ev=-8.443 fmax_ev_per_a=2.81 e_lumo_ev=0.19 e_above_lowest_kcal_mol=107.15
C 2.11 2.98 -0.70
C 1.63 3.01 0.53
N 0.33 2.46 0.81
C 0.36 1.78 2.14
C 2.61 -1.38 2.47
C 2.03 -0.01 2.13
C 0.76 0.35 2.28
H 1.83 2.27 -1.46
H 2.81 3.71 -1.11
H 2.03 3.56 1.36
H 0.01 1.89 0.04
H 0.93 2.40 2.85
H -0.71 1.84 2.40
H 3.69 -1.34 2.34
H 2.35 -1.74 3.46
H 2.20 -2.02 1.69
H 2.83 0.61 1.77
H -0.08 -0.33 2.38
H -2.25 0.92 1.73
H -2.42 2.51 1.23
O -2.66 1.59 1.19
H -2.56 0.50 -0.20
H -2.18 -0.91 -0.78
O -2.21 0.02 -0.99
H -2.41 1.53 -1.89
H -1.55 2.68 -1.84
O -2.02 2.18 -2.52
H -0.23 -3.29 1.42
H -0.18 -1.81 0.70
O -0.40 -2.35 1.45
H 0.21 -4.09 -2.25
H -1.15 -3.49 -1.96
O -0.32 -3.72 -1.54
H 1.24 -1.03 -1.12
H -0.24 -0.64 -1.33
O 0.34 -1.27 -0.89
H -0.56 0.77 -3.13
H -0.26 0.20 -4.46
O 0.19 0.63 -3.73
H -3.68 -2.17 2.01
H -2.16 -1.67 1.94
O -3.09 -1.43 1.94
H 0.70 -2.32 -2.86
H 1.26 -1.23 -3.72
O 0.90 -2.12 -3.78

No. 7
84
Properties=species:S:1:pos:R:3 method="wB97M-V/def2-TZVPD" total_energy_ha=-2271.685549 homo_ev=-6.857 fmax_ev_per_a=0.55 e_lumo_ev=0.27 e_above_lowest_kcal_mol=1.64
Pt -0.15 0.58 0.84
C -0.82 -2.99 2.04
C -1.05 -1.94 3.13
C -1.08 -2.57 4.52
P 0.07 -0.52 2.82
C -0.07 0.69 4.20
C 0.62 0.29 5.50
C -1.53 1.10 4.40
C 1.80 -1.03 2.68
C 2.38 -2.03 3.46
C 3.68 -2.47 3.24
C 4.30 -3.55 4.08
C 4.37 -1.88 2.18
C 3.82 -0.88 1.41
C 2.53 -0.39 1.65
N 1.90 0.60 0.90
C 2.56 1.60 0.19
C 3.89 2.00 0.43
C 4.52 2.95 -0.35
C 3.87 3.58 -1.42
C 4.56 4.60 -2.28
C 2.53 3.27 -1.59
C 1.86 2.34 -0.79
P 0.08 2.11 -0.86
C -0.41 1.77 -2.59
C -1.93 1.68 -2.70
C 0.27 0.49 -3.06
C -0.74 3.69 -0.38
C -0.25 4.12 1.00
C -0.58 4.82 -1.39
H -1.60 -3.75 2.08
H 0.14 -3.48 2.16
H -0.84 -2.53 1.04
H -2.03 -1.47 2.94
H -0.12 -2.98 4.81
H -1.80 -3.39 4.52
H -1.39 -1.86 5.29
H 0.48 1.54 3.78
H 0.12 -0.54 5.99
H 0.61 1.13 6.20
H 1.66 0.01 5.33
H -2.11 0.30 4.85
H -2.00 1.37 3.45
H -1.58 1.96 5.07
H 1.81 -2.49 4.25
H 3.62 -3.87 4.88
H 5.23 -3.21 4.55
H 4.54 -4.43 3.48
H 5.37 -2.24 1.95
H 4.39 -0.51 0.57
H 4.44 1.57 1.26
H 5.54 3.21 -0.13
H 5.60 4.31 -2.46
H 4.57 5.58 -1.80
H 4.07 4.70 -3.24
H 1.98 3.78 -2.38
H -0.04 2.61 -3.19
H -2.31 0.88 -2.06
H -2.22 1.47 -3.73
H -2.42 2.60 -2.39
H -0.03 -0.35 -2.43
H 1.36 0.57 -3.01
H -0.02 0.26 -4.08
H -1.79 3.41 -0.30
H 0.81 4.39 0.97
H -0.38 3.32 1.73
H -0.81 4.99 1.34
H 0.46 5.13 -1.47
H -1.15 5.69 -1.06
H -0.93 4.55 -2.39
N -10.15 0.88 0.88
C -9.00 0.83 0.88
C -7.57 0.78 0.87
C -6.91 -0.35 1.36
C -5.53 -0.40 1.34
C -4.77 0.67 0.84
C -5.45 1.79 0.35
C -6.83 1.85 0.36
C -3.35 0.61 0.82
C -2.13 0.58 0.80
H -7.48 -1.18 1.75
H -5.01 -1.27 1.72
H -4.88 2.62 -0.04
H -7.35 2.72 -0.01